Record 1
17
Properties=species:S:1:pos:R:3 method="wB97M-V/def2-TZVPD" e_lumo_ev=0.551 homo_ev=-9.2 largest_force_ha_per_bohr=0.081 smiles="[H]/N=C(/N)N(O)CCS" spin_multiplicity=1 e_above_lowest_ev=2.9477
H -0.85708 0.04315 -2.68016
N 0.20509 -0.05679 -2.79699
C 0.59873 0.12573 -1.61414
N 1.94811 -0.09122 -1.36740
N -0.19080 0.32636 -0.41814
O -1.65661 0.44602 -0.61280
C -0.14380 -0.66291 0.60287
C -0.77931 -0.30748 1.90782
S 0.34736 0.64812 2.92250
H 2.48383 0.56907 -0.74954
H 2.47528 -0.46843 -2.30490
H -1.81655 1.32870 -0.39359
H 0.87415 -1.13342 0.65497
H -0.68886 -1.45894 0.20237
H -1.00358 -1.21890 2.59609
H -1.81387 0.09350 1.87926
H 0.01792 1.81744 2.17177


Record 2
74
Properties=species:S:1:pos:R:3 method="wB97M-V/def2-TZVPD" total_charge=-1 e_lumo_ev="2.465 / 2.463" homo_ev="-3.5 / -4.2" largest_force_ha_per_bohr=0.034 spin_multiplicity=2 e_above_lowest_ev=3.1977
Ti -0.73158 0.73088 -0.07173
O 0.48784 4.42367 1.19520
C 0.27791 3.15414 1.50119
O 0.25233 2.30826 0.63481
C -0.03155 2.87407 2.95196
O -1.03248 1.91318 3.08754
C -2.24841 2.26142 2.41245
C -2.17555 2.03066 0.88673
O -2.87251 2.82329 0.26062
O -1.20602 1.39639 -1.69282
H 0.51380 4.47639 0.22480
H -0.29278 3.82126 3.43440
H 0.84887 2.46543 3.43852
H -2.53100 3.30069 2.61787
H -3.01663 1.60221 2.81641
C 2.27609 -2.87508 2.80488
Si 0.86674 -1.70174 2.33358
C -0.63889 -2.79088 2.21231
C 0.65315 -0.69756 3.89134
C 1.11073 -0.63429 0.83434
C 1.03266 -1.35444 -0.46080
C 1.35887 -2.71293 -0.66660
C 1.27190 -3.25030 -1.93217
C 0.84983 -2.45211 -2.99493
C 0.52529 -1.14193 -2.72025
N 0.62245 -0.60618 -1.49890
Si 2.73650 0.24999 0.74812
C 3.14272 1.56282 2.03144
C 4.19359 -0.92944 0.92784
C 3.05456 1.05763 -0.90433
H 1.86061 -3.66401 3.44466
H 3.04061 -2.34812 3.38476
H 2.78356 -3.35362 1.96305
H -0.66478 -3.44371 3.09502
H -0.66135 -3.41970 1.31699
H -1.54859 -2.18575 2.19324
H 0.59109 -1.39740 4.73413
H -0.25034 -0.08764 3.86514
H 1.50579 -0.02894 4.07879
H 1.68851 -3.31958 0.16639
H 1.53074 -4.29072 -2.09813
H 0.75648 -2.84012 -4.00080
H 0.16919 -0.47846 -3.50123
H 2.79418 1.32665 3.04252
H 2.77538 2.55572 1.75788
H 4.23573 1.60852 2.06973
H 4.32619 -1.26957 1.95759
H 5.11258 -0.40915 0.62389
H 4.08135 -1.81679 0.29283
H 2.22052 1.67777 -1.24496
H 3.23841 0.30697 -1.67918
H 3.94879 1.68506 -0.80695
C -4.51114 -2.61231 -0.48910
C -3.24036 -2.90534 -0.97042
C -2.18116 -2.03165 -0.73641
C -2.30127 -0.81938 -0.02903
C -3.60693 -0.57640 0.43606
C -4.68440 -1.43526 0.22598
H -5.34553 -3.28117 -0.67151
H -3.06649 -3.81992 -1.52933
H -1.21878 -2.33812 -1.13053
H -3.82358 0.32822 0.98912
H -5.66294 -1.17370 0.61619
C -1.19798 2.55998 -5.65042
C -0.14657 2.91523 -4.81227
C -0.14344 2.53229 -3.47562
C -1.20152 1.78384 -2.95991
C -2.25986 1.42654 -3.79639
C -2.25256 1.81448 -5.12770
H -1.19903 2.86064 -6.69046
H 0.68591 3.49113 -5.20140
H 0.67530 2.79445 -2.81576
H -3.06953 0.84404 -3.37433
H -3.08119 1.52951 -5.76593


Record 3
20
Properties=species:S:1:pos:R:3 method="wB97M-V/def2-TZVPD" e_lumo_ev=0.195 homo_ev=-7.3 largest_force_ha_per_bohr=0.101 spin_multiplicity=1 e_above_lowest_ev=6.8085
C 0.05322 1.67184 -0.06055
C 1.09641 0.89595 0.59056
C 1.82158 -0.11985 -0.27702
C 1.93424 -1.46989 0.09261
C -1.37351 0.94163 -0.13794
N -1.20544 -0.37007 0.45457
C -1.95620 -1.34014 -0.40888
H 0.01809 2.64191 0.52510
H 0.46027 1.80266 -1.10717
H 2.26242 1.02059 0.19810
H 0.97040 0.66151 1.66721
H 1.89314 0.34694 -1.49429
H 1.56262 -2.27862 -0.44979
H 2.45976 -1.81737 0.90795
H -1.83268 0.98915 -1.22856
H -2.15513 1.42751 0.50931
H -0.19038 -0.68900 0.35523
H -1.78128 -2.39800 0.04274
H -3.09077 -1.28038 -0.45530
H -1.59276 -1.31359 -1.44520


Record 4
21
Properties=species:S:1:pos:R:3 method="wB97M-V/def2-TZVPD" total_charge=-1 e_lumo_ev=3.643 homo_ev=-4.3 largest_force_ha_per_bohr=0.088 spin_multiplicity=1 e_above_lowest_ev=6.5330
C -1.05497 -1.13248 0.48177
C -1.64490 0.00049 -0.15543
C 0.91815 -0.84250 0.34781
C -0.77037 0.96184 -0.80106
C 0.38513 1.62946 0.01350
C 1.43873 0.51010 0.55006
N 1.67393 -1.67457 -0.16940
N -1.36838 -2.15551 1.02031
N 2.77857 0.42692 -0.15913
N -3.00189 0.22413 0.00940
O 3.15679 -0.97966 -0.35389
O -3.72922 -0.68033 0.46665
O -3.44408 1.30532 -0.38348
O 1.55537 -2.85453 -0.49025
H -0.13606 0.41656 -1.63780
H -1.41053 1.65962 -1.13720
H 1.01550 2.40183 -0.51453
H 0.19932 2.27392 0.96756
H 1.66043 0.59369 1.64644
H -0.79147 -2.90052 1.38277
H 2.56995 0.81622 -1.08408